Record 1
14
Properties=species:S:1:pos:R:3:forces:R:3:mulliken_charge:R:1 method="wB97M-V/def2-TZVPD" lumo_energy_ha=0.0387 multiplicity=1 de_lowest_kj_mol=307.53 e_homo_ha=-0.3453 energy_ev=-7359.0680 charge=0 gap_ha=0.3840
C 0.8037 0.7595 -1.0066 0.1 0.0 -0.3 -0.64
C 1.1774 0.9510 0.4433 -0.1 0.1 0.2 -0.68
C 0.0459 0.0518 0.0524 -0.1 0.1 -0.2 0.58
C -1.4577 0.0459 0.2393 -0.9 -0.5 -2.5 -0.61
O -1.3646 -1.1037 1.0780 -0.4 -0.1 -0.1 -0.44
C -0.1070 -1.4187 0.4329 0.2 -0.1 0.0 -0.39
H 0.2707 1.5760 -1.4906 0.1 -0.2 0.0 0.24
H 1.4577 0.1918 -1.6587 0.1 0.1 0.1 0.24
H 2.1020 0.4718 0.7708 -0.4 0.0 0.0 0.24
H 0.9681 1.8970 0.9298 0.0 0.0 -0.1 0.23
H -2.2601 0.7495 0.3104 0.2 1.4 2.3 0.44
H -1.9245 -0.1881 -0.7944 1.2 -1.0 0.6 0.23
H 0.6259 -1.8840 1.1019 -0.2 0.2 0.0 0.31
H -0.3007 -2.0678 -0.4359 0.1 0.1 0.1 0.26

***

Record 2
115
Properties=species:S:1:pos:R:3:forces:R:3:mulliken_charge:R:1 method="wB97M-V/def2-TZVPD" lumo_energy_ha=-0.0836 multiplicity=1 e_homo_ha=-0.3704 energy_ev=-69881.2134 charge=+1 gap_ha=0.2868
C 1.0591 -3.0735 -1.3591 -0.4 0.3 -0.3 -1.76
C 0.8459 -1.5678 -1.5131 -0.1 -0.4 -0.4 0.73
C -0.4145 -1.2835 -2.3254 0.0 -0.1 0.3 -1.03
N -1.1823 -0.0672 -1.9225 -0.1 -0.2 -0.7 0.65
C -2.5413 -0.0298 -2.4861 -0.5 0.2 0.1 -1.14
C -3.5622 0.5231 -1.4667 0.5 -0.5 -0.1 0.19
C -4.6961 -0.4598 -1.2193 -0.2 0.0 -0.4 -0.75
C -5.9117 0.1377 -0.5490 0.2 -0.2 0.1 -0.72
O -5.6498 0.3904 0.8273 0.0 0.2 -0.2 -0.56
C -0.4937 1.1163 -2.0396 -0.1 0.0 0.5 -0.53
N -0.7039 1.9998 -3.0921 -0.4 -0.3 -0.1 -0.08
N 0.3528 1.3867 -1.0937 0.2 0.1 -0.1 0.30
C 1.1525 2.5987 -0.9394 0.5 0.1 0.6 0.10
C 2.5084 2.3042 -0.3126 0.1 0.0 -0.3 -1.01
C 3.2528 1.1196 -0.9336 0.2 -0.3 0.4 -0.97
N 3.1421 -0.1291 -0.1518 0.2 0.4 0.0 -0.31
H 1.0251 -3.5475 -2.3392 0.1 -0.2 0.0 0.43
H 2.0083 -3.2866 -0.8821 0.1 -0.1 0.0 0.43
H 0.2421 -3.4816 -0.7672 0.0 -0.2 0.2 0.30
H 0.7711 -1.1485 -0.5129 0.0 0.0 0.0 -0.05
H 1.7012 -1.1522 -2.0410 0.1 0.2 0.4 0.08
H -0.1692 -1.2091 -3.3871 0.0 0.0 -0.1 0.23
H -1.1051 -2.1145 -2.2242 -0.2 0.0 0.1 0.65
H -2.5917 0.5643 -3.3936 0.3 0.0 -0.2 0.32
H -2.8242 -1.0376 -2.7709 0.1 -0.2 0.1 0.67
H -3.0112 0.6767 -0.5419 -0.1 0.3 0.2 -0.10
H -3.9498 1.4716 -1.8316 -0.1 0.2 0.1 0.40
H -4.3375 -1.3170 -0.6499 0.0 -0.1 0.1 0.32
H -5.0250 -0.8471 -2.1873 -0.1 -0.1 -0.1 0.41
H -6.1692 1.0596 -1.0709 -0.2 0.1 0.0 0.39
H -6.7435 -0.5606 -0.6394 -0.2 0.0 0.0 0.37
H -6.0438 1.2441 1.0405 -0.1 0.0 0.2 0.31
H 0.1726 2.2075 -3.5744 0.1 0.3 0.1 0.21
H -1.1739 2.8543 -2.8167 0.1 0.1 0.0 0.23
H 0.4209 0.7050 -0.3489 -0.1 0.0 0.0 0.41
H 1.3073 3.0951 -1.8861 -0.3 -0.1 -0.2 0.51
H 0.6068 3.2436 -0.2566 -0.2 0.2 -0.2 -0.54
H 3.0995 3.2093 -0.4361 0.0 0.2 0.1 0.42
H 2.4063 2.1498 0.7606 0.0 -0.1 0.1 0.49
H 2.9103 0.9364 -1.9525 -0.1 0.1 -0.2 0.26
H 4.3073 1.3686 -1.0146 0.1 0.0 -0.1 0.52
H 3.9446 -0.2225 0.4589 0.0 -0.1 0.1 0.32
H 2.3655 -0.0391 0.4935 0.0 -0.2 0.1 0.10
O -5.8398 3.6290 1.7694 -0.1 -0.1 0.1 -0.61
C -4.6694 3.6685 2.0251 0.0 0.0 -0.2 0.39
O -4.1449 4.4966 2.9508 0.0 0.0 0.0 -0.40
C -2.7081 4.3828 2.9648 0.1 0.0 0.0 -0.26
C -2.4117 3.0104 2.3670 -0.1 0.0 -0.1 -0.50
C -3.5718 2.8513 1.3862 0.4 -0.1 0.2 0.38
H -2.2943 5.1942 2.3627 0.0 -0.1 -0.1 0.05
H -2.3662 4.4916 3.9906 -0.1 0.0 0.1 0.38
H -1.4242 2.9461 1.9127 0.0 0.1 0.0 0.08
H -2.4772 2.2471 3.1433 0.0 0.0 0.0 0.40
H -3.3460 3.2898 0.4112 0.0 0.0 0.0 0.03
H -3.8999 1.8243 1.2579 0.0 0.0 -0.1 0.09
O 3.3620 -0.8153 4.0753 0.0 0.2 -0.1 -0.62
C 3.4766 -1.8388 3.4685 -0.3 -0.3 0.2 0.20
O 4.0488 -1.8746 2.2353 0.1 0.1 -0.2 -0.37
C 3.9528 -3.1993 1.6770 -0.1 -0.1 0.0 0.50
C 3.7788 -4.1229 2.8765 0.0 0.1 0.2 -0.61
C 3.0156 -3.2278 3.8534 0.5 0.1 0.3 0.21
H 3.0875 -3.2263 1.0107 0.0 0.0 0.1 -0.57
H 4.8526 -3.3960 1.0994 0.1 0.1 0.0 0.44
H 3.2637 -5.0476 2.6236 -0.1 0.1 0.0 0.15
H 4.7514 -4.3819 3.2958 0.0 0.0 0.0 0.39
H 1.9364 -3.2814 3.6982 0.6 0.2 0.4 -0.09
H 3.2432 -3.4415 4.8935 0.0 0.1 0.1 0.56
O 0.9792 -4.0264 2.3919 -0.4 0.0 -0.6 -0.84
C -0.0390 -4.6172 2.1647 -0.5 -1.7 -1.1 0.09
O -1.2385 -4.0018 2.1142 -0.5 0.4 0.0 -0.45
C -2.2916 -4.9697 1.9249 0.1 0.0 -0.1 -0.50
C -1.6092 -6.1812 1.2991 0.4 0.3 -0.6 -0.63
C -0.2114 -6.1037 1.9145 -4.9 6.8 -11.0 0.46
H -2.7275 -5.1936 2.8997 -0.1 0.0 0.0 0.26
H -3.0560 -4.5263 1.2926 0.0 0.1 0.0 0.42
H -2.1344 -7.1131 1.4932 -0.1 -0.1 0.1 0.43
H -1.5427 -6.0504 0.2182 -0.3 -0.1 -0.2 0.26
H -0.1543 -6.6200 2.8747 -10.5 1.4 -5.5 -1.29
H 0.5720 -6.4719 1.2584 0.3 -0.2 0.0 0.59
O -1.0271 4.9706 -0.0911 -0.1 -0.1 0.0 -0.50
C -0.2620 5.8864 -0.2257 0.0 0.0 0.1 0.43
O 0.8570 5.7653 -0.9737 0.0 0.0 0.0 -0.23
C 1.6539 6.9669 -0.8888 0.0 0.2 0.1 -0.48
C 0.6717 8.0580 -0.4765 -0.1 -0.1 0.1 -0.67
C -0.3314 7.2743 0.3736 0.1 0.1 -0.3 -0.44
H 2.4346 6.8064 -0.1433 0.0 0.0 0.0 0.29
H 2.1175 7.1423 -1.8556 0.0 -0.1 0.0 0.34
H 1.1496 8.8839 0.0440 0.0 0.0 0.0 0.34
H 0.1722 8.4585 -1.3589 0.0 0.0 0.0 0.29
H -0.0254 7.2090 1.4191 0.0 0.0 0.0 0.28
H -1.3450 7.6601 0.3196 -0.1 -0.1 0.1 0.36
O 2.6920 -5.8383 6.0070 -0.2 0.0 -0.2 -0.56
C 1.6833 -6.1024 5.4239 0.4 -0.1 0.2 0.60
O 0.6524 -5.2296 5.3216 -0.3 0.0 -0.1 -0.32
C -0.4572 -5.8414 4.6441 0.4 0.0 0.4 -0.47
C 0.1506 -6.9773 3.8288 4.1 -5.3 13.5 0.88
C 1.3345 -7.3928 4.7044 -0.3 -0.1 0.4 -0.67
H -1.1623 -6.2001 5.3970 0.0 -0.1 -0.1 0.39
H -0.9429 -5.0839 4.0340 0.0 0.0 0.3 0.35
H -0.5557 -7.7798 3.6218 0.1 -0.2 0.0 0.48
H 0.5134 -6.5869 2.8761 11.0 -1.2 3.3 -0.31
H 1.0572 -8.1364 5.4525 0.2 -0.1 0.1 0.30
H 2.1872 -7.7518 4.1359 0.1 -0.1 0.1 0.31
O 1.9094 2.8380 -4.1926 -0.1 -0.1 0.0 -0.62
C 1.9073 3.2693 -5.3208 0.2 -0.1 0.0 0.45
O 0.7700 3.5883 -5.9458 -0.1 0.0 0.0 -0.35
C 1.0406 3.9808 -7.3136 0.1 0.1 -0.2 -0.47
C 2.5028 4.4101 -7.3119 0.0 -0.1 0.1 -0.53
C 3.0928 3.5064 -6.2271 -0.2 0.3 -0.1 -0.49
H 0.8573 3.1171 -7.9535 0.0 0.0 0.0 0.27
H 0.3516 4.7748 -7.5850 -0.1 0.0 0.1 0.32
H 2.9761 4.3087 -8.2849 0.0 -0.1 0.0 0.35
H 2.5817 5.4532 -7.0051 0.0 0.0 0.0 0.27
H 3.4162 2.5413 -6.6205 0.0 0.0 0.0 0.29
H 3.9107 3.9606 -5.6754 0.1 -0.1 0.1 0.33

***

Record 3
9
Properties=species:S:1:pos:R:3:forces:R:3:mulliken_charge:R:1 method="wB97M-V/def2-TZVPD" lumo_energy_ha=-0.0309 multiplicity=1 de_lowest_kj_mol=389.24 e_homo_ha=-0.3390 energy_ev=-26158.6968 charge=0 gap_ha=0.3081
C 0.6607 -0.0537 -0.7639 2.7 -3.4 -1.1 -0.85
O 0.0319 -2.4795 0.4803 -0.3 -0.4 -0.8 -0.48
O -1.3190 -0.3188 0.5415 -0.6 -2.0 -0.3 -0.46
O -0.2390 2.4708 1.0646 -1.2 -1.0 -0.1 -0.64
S 0.1758 -1.0816 0.7800 0.8 2.9 -0.5 0.64
I -1.7596 1.4023 1.1615 0.7 2.4 0.9 0.85
H 0.7538 1.0398 -0.6215 -0.6 -0.7 0.2 0.35
H 1.7178 -0.4691 -1.1012 -1.8 0.9 0.8 0.29
H -0.0225 -0.5102 -1.5414 0.4 1.2 0.8 0.30

***

Record 4
17
Properties=species:S:1:pos:R:3:forces:R:3:mulliken_charge:R:1 method="wB97M-V/def2-TZVPD" lumo_energy_ha=0.0414 multiplicity=1 de_lowest_kj_mol=273.01 smiles="C=CC[C@@H](C)N" e_homo_ha=-0.3344 energy_ev=-6850.6990 charge=0 gap_ha=0.3759
C 0.7746 -0.6719 1.4891 -0.2 4.1 2.3 -1.35
C -0.5331 -0.6652 0.8096 -3.5 -2.0 0.6 0.29
C -0.4115 -0.7470 -0.8055 1.8 1.3 2.1 -0.94
C 0.2961 0.6246 -1.0901 -3.5 0.4 0.6 0.14
C 1.3142 0.8805 -1.8411 1.4 -2.6 -3.6 -0.73
N -1.4484 0.5459 1.2222 0.6 -2.4 -1.6 -0.65
H 1.1596 0.4053 1.4269 -0.7 -0.8 0.8 0.32
H 0.9722 -1.0284 2.5144 -0.8 0.0 -0.5 0.28
H 1.4966 -0.9813 0.8898 3.2 -2.6 -2.7 0.47
H -1.1123 -1.6731 1.1336 1.0 2.3 -0.7 0.25
H -1.3741 -0.8498 -1.2785 -0.6 0.4 0.0 0.34
H 0.1265 -1.6956 -1.0769 0.1 1.2 0.2 0.36
H -0.2865 1.5540 -0.7303 1.1 -1.7 0.0 0.16
H 1.6817 1.8425 -2.1100 0.2 0.7 0.2 0.33
H 1.6034 0.0260 -2.5875 0.3 1.5 1.7 0.18
H -0.9807 1.3684 1.6348 0.0 -0.8 -0.9 0.30
H -1.7890 0.6846 0.2562 -0.4 1.2 1.4 0.27

***

Record 5
56
Properties=species:S:1:pos:R:3:forces:R:3:mulliken_charge:R:1 method="wB97M-V/def2-TZVPD" lumo_energy_ha=0.0178 multiplicity=1 de_lowest_kj_mol=41.49 smiles="O=C(NCCc1ccccc1)[C@H]1CCC(=O)N(CCCN2CCCC2=O)C1" e_homo_ha=-0.3299 energy_ev=-32863.0570 charge=0 gap_ha=0.3477
O -2.1263 -0.5455 2.7799 -0.3 -0.2 0.3 -0.73
C -1.3400 -0.3453 1.8749 0.4 -0.4 0.1 0.05
N -1.2267 0.8330 1.2380 0.0 0.4 -0.3 0.36
H -0.6251 0.9264 0.4264 0.1 -0.1 0.1 -0.32
C -2.1586 1.9139 1.4576 -0.1 0.2 0.1 -0.97
H -2.9102 1.5475 2.1611 0.1 0.1 -0.1 0.56
C -2.8087 2.3458 0.1370 0.1 -0.2 0.2 -1.22
C -3.4636 1.1690 -0.5291 0.0 0.2 -0.1 0.47
C -4.6847 0.6894 -0.0733 0.0 0.0 0.0 -0.28
C -5.2607 -0.4276 -0.6500 -0.1 0.0 0.1 -0.68
C -4.6212 -1.0805 -1.6905 0.0 -0.1 -0.1 -0.39
C -3.4044 -0.6091 -2.1512 0.0 -0.1 -0.1 -0.65
C -2.8288 0.5086 -1.5722 -0.1 0.0 0.0 0.03
H -1.8755 0.8704 -1.9305 0.1 0.1 0.0 0.26
H -2.8995 -1.1152 -2.9615 0.0 0.0 -0.1 0.40
H -5.0701 -1.9544 -2.1397 0.0 -0.1 0.0 0.40
H -6.2099 -0.7924 -0.2856 -0.1 0.0 0.0 0.38
H -5.1856 1.1938 0.7406 -0.1 0.1 0.1 0.39
H -2.0380 2.7571 -0.5180 0.0 0.1 0.0 0.36
H -3.5423 3.1262 0.3472 0.0 0.1 0.0 0.47
H -1.6372 2.7668 1.9098 -0.1 0.0 0.0 0.34
C -0.3828 -1.4379 1.3908 -0.1 0.1 -0.1 0.33
C -0.6601 -1.8256 -0.0592 0.0 -0.2 0.1 -0.14
C 0.1981 -3.0385 -0.3803 0.0 0.1 -0.1 -0.94
C 1.6720 -2.7713 -0.1539 -0.4 -0.1 0.0 0.63
O 2.5335 -3.4356 -0.7042 0.2 -0.2 -0.2 -0.70
N 1.9884 -1.7337 0.6544 0.2 0.2 0.1 0.24
C 1.0781 -1.0098 1.5241 -0.2 0.2 0.3 -0.54
H 1.4044 -1.1501 2.5637 0.0 0.1 -0.1 0.24
H 1.1687 0.0565 1.2919 0.0 -0.1 0.1 0.15
C 3.3882 -1.3602 0.7756 0.3 -0.2 -0.3 -1.23
H 3.4466 -0.5221 1.4727 0.0 0.0 0.0 0.55
C 4.0302 -0.9807 -0.5656 -0.2 0.1 0.0 -0.80
H 5.0267 -0.5821 -0.3671 0.1 0.0 0.0 0.46
H 4.1342 -1.8870 -1.1613 0.1 0.1 0.0 0.55
C 3.2175 0.0138 -1.3935 0.1 -0.4 -0.1 -0.93
N 2.9976 1.2818 -0.7422 0.2 0.0 -0.1 0.37
C 1.7860 1.8202 -0.5508 0.0 0.4 0.2 0.42
O 0.7244 1.3010 -0.8536 -0.4 -0.2 -0.2 -0.66
C 1.9657 3.1616 0.1379 0.0 0.1 -0.1 -0.56
H 1.7449 3.0332 1.2004 -0.1 0.0 0.0 0.26
C 3.4368 3.4963 -0.1037 0.0 0.0 0.1 -0.76
H 3.5376 4.0936 -1.0103 0.0 0.0 0.0 0.34
H 3.8861 4.0459 0.7204 0.0 0.0 0.0 0.34
C 4.0896 2.1231 -0.3051 0.3 0.1 0.2 -0.58
H 4.5127 1.7413 0.6321 0.1 0.0 -0.1 0.28
H 4.8814 2.1387 -1.0585 0.0 0.0 0.1 0.36
H 1.2768 3.9029 -0.2624 -0.1 -0.1 0.0 0.38
H 3.7379 0.1862 -2.3438 -0.1 0.0 0.0 0.35
H 2.2302 -0.4003 -1.6103 0.1 0.1 -0.1 0.28
H 3.9541 -2.2009 1.1927 0.0 0.1 0.0 0.37
H 0.0837 -3.3508 -1.4199 0.1 0.0 0.1 0.37
H -0.0921 -3.8872 0.2451 0.0 0.0 0.0 0.35
H -0.4027 -0.9984 -0.7223 0.0 0.0 -0.1 0.02
H -1.7180 -2.0558 -0.1948 0.0 0.1 0.0 0.36
H -0.5707 -2.3092 2.0266 0.0 0.1 0.0 0.61

***

Record 6
37
Properties=species:S:1:pos:R:3:forces:R:3:mulliken_charge:R:1 method="wB97M-V/def2-TZVPD" lumo_energy_ha=0.0234 multiplicity=1 de_lowest_kj_mol=1281.92 e_homo_ha=-0.3101 energy_ev=-31899.7933 charge=0 gap_ha=0.3335
C -3.9276 -2.8783 0.3086 -2.7 5.4 -18.2 -1.93
C -3.6842 -1.4055 0.0553 -15.9 -6.5 -3.1 0.37
C -4.7655 -0.5104 -0.2933 -5.9 -11.3 0.4 -0.43
C -4.7180 0.7359 -0.4417 -5.8 4.4 -1.9 -0.60
C -3.5091 1.1691 -0.3839 5.3 6.1 1.6 0.54
C -2.4756 0.4806 0.1592 1.6 1.7 -1.1 0.32
C -2.6817 -0.9300 0.4076 15.5 10.2 2.6 -0.04
H -1.7705 -1.4077 0.3664 1.9 -1.7 1.2 0.41
O -1.3045 1.2561 0.1917 0.8 -3.6 1.2 -0.34
C -0.0644 0.4611 0.6767 -0.6 7.2 -1.9 -1.21
C 0.9296 1.7392 1.0011 1.5 -6.1 -1.6 0.04
O 1.1305 2.4419 -0.2455 11.9 -0.3 8.2 -0.48
H 0.4002 2.4485 -0.5973 -12.3 0.4 -6.1 0.27
C 2.3069 0.9323 1.4628 -0.7 -0.5 -1.7 -0.65
N 2.6430 -0.2570 0.4084 -3.2 -1.5 10.7 -0.28
H 3.1453 -0.9534 1.1605 -1.2 1.6 -2.6 0.31
C 3.3912 -0.0106 -0.6302 0.0 8.8 -4.2 0.59
C 3.2115 -1.0457 -1.6082 1.1 2.0 -6.2 -1.28
H 3.8001 -0.5969 -2.7015 -1.5 -1.8 3.2 0.25
H 3.7355 -1.8266 -1.1975 1.1 -2.9 0.1 0.40
H 2.1604 -1.2541 -1.9477 1.1 0.2 0.9 0.28
C 4.7093 0.5985 -0.2845 4.1 -1.7 -4.9 -1.31
H 5.3560 -0.2462 0.0120 0.4 0.3 0.1 0.34
H 4.8579 1.3726 0.4437 -0.6 0.5 -0.1 0.34
H 5.2992 0.9755 -1.6116 -1.6 -0.8 4.2 0.21
H 2.9193 1.0527 -1.0845 0.4 -2.7 0.6 0.15
H 2.1228 0.2428 2.4186 0.4 2.4 -1.7 0.39
H 3.0981 1.7822 1.4750 -0.9 -1.9 0.5 0.25
H 0.5613 2.1427 1.9239 -0.4 1.5 -0.1 0.40
H 0.2719 -0.1974 -0.0431 0.7 -1.0 -1.6 0.61
H -0.2929 0.0313 1.5387 -1.1 -2.1 3.8 0.65
Cl -3.3613 3.0278 -0.5388 0.2 -1.7 -0.1 -0.25
H -5.5864 1.4292 -0.6515 1.1 -1.2 0.2 0.37
H -5.9194 -1.1739 -0.4295 3.5 2.3 0.5 -0.07
H -3.2849 -3.4675 -0.3922 -0.5 0.3 0.4 0.31
H -4.9342 -3.0047 -0.0160 -0.8 -0.8 0.1 0.40
H -3.7697 -3.1544 1.0883 3.1 -5.3 16.6 0.68